[1]
The following is a DFT calculation (ωB97M-V with the def2-TZVPD basis set) of an isolated molecule of Cl3HOSi in a non-equilibrium geometry.

XYZ file:
```
6
Properties=species:S:1:pos:R:3:mulliken_charge:R:1
O 0.908 -0.585 -0.741 -0.391
Si -0.254 -0.151 0.241 0.707
Cl -1.809 0.361 -0.949 -0.189
Cl 0.491 1.764 1.237 -0.315
Cl -0.399 -1.436 1.751 -0.151
H 1.063 0.047 -1.538 0.339
```

Properties
frontier orbital gap: 11.26 eV
ΔE to the lowest compared entry with this formula, charge and spin: 37.2 kJ/mol
HOMO energy: -11.1320 eV
2S+1: 1
SMILES: O[Si](Cl)(Cl)Cl

***

[2]
The following is a DFT calculation (ωB97M-V with the def2-TZVPD basis set) of a structure of composition Cl3Hg3O12 in a non-equilibrium geometry.

XYZ file:
```
18
Properties=species:S:1:pos:R:3:mulliken_charge:R:1
Hg 2.827 -0.809 -2.119 1.419
Hg 0.413 -5.019 0.263 0.920
Hg -4.259 -2.316 -3.390 1.024
Cl -1.837 3.379 0.727 1.664
O -3.239 3.340 1.120 -0.258
O -1.402 2.072 1.104 -0.225
O -1.777 3.357 -0.693 -0.287
O -1.065 4.384 1.123 -0.326
Cl -0.630 -1.341 -1.266 1.529
O -0.191 -2.176 -0.224 -0.549
O -1.894 -1.811 -1.824 -0.539
O -0.489 -0.044 -0.807 -0.453
O 0.277 -1.362 -2.385 -0.681
Cl 2.557 -0.367 1.675 1.581
O 1.525 0.164 2.557 -0.410
O 3.134 -1.635 2.074 -0.459
O 2.275 -0.203 0.247 -0.542
O 3.773 0.387 1.820 -0.406
```

Properties
frontier orbital gap: 2.13 eV
total charge: +3
HOMO energy: -18.0942 eV
2S+1: 1